ORCA calculation (ωB97M-V with the def2-TZVPD basis set) on a structure of composition C23H43F3N2NbO8S3.

Values from the calculation:
HOMO energy = -5.396 eV
Electronic energy = -86100.2195 eV
Charge = -1

```
83
Properties=species:S:1:pos:R:3:mulliken_charge:R:1
O 0.01572 -7.42649 0.15486 -0.53
C 0.16564 -6.33055 -0.59404 0.07
O -0.64970 -5.13955 -0.26749 -0.14
C -0.81093 -4.43960 -1.55027 -0.44
C 0.37683 -3.29580 -1.83261 -0.60
Nb -0.27110 -1.38283 -0.78935 -0.70
C 0.60617 -0.00314 -2.36108 -0.13
C 1.52176 -0.71114 -3.51738 -0.39
C 1.91659 0.50809 -4.59299 -0.33
C 3.53091 0.71314 -4.78157 -0.71
C 4.07648 2.19727 -4.31181 -0.61
C 3.49619 2.64239 -2.84146 0.00
C 4.24443 4.00322 -2.25022 -0.56
S 6.05639 3.54051 -1.93411 -0.14
C 6.10681 2.41161 -0.43561 0.34
N 7.22763 1.61626 0.19901 -0.32
N 6.60878 1.00236 1.31097 -0.28
C 5.15182 1.40040 1.44300 -0.02
O 4.82778 2.29030 0.30473 -0.15
C -1.21481 0.42701 0.32208 -0.96
C -0.23739 1.74267 0.35222 0.43
O -0.29436 2.26586 1.75550 -0.62
C -0.70414 2.97960 -0.61694 0.76
F 0.02132 3.07772 -1.90383 -0.23
F -2.15276 3.02791 -0.92204 -0.28
F -0.39390 4.25081 0.13561 -0.30
H 0.95251 -6.29465 -1.45902 0.35
H -1.82880 -3.82774 -1.62970 0.30
H -0.81530 -5.16563 -2.49048 0.37
H 1.33511 -3.70015 -1.27664 0.20
H 0.47742 -3.24185 -2.99606 0.22
H 1.26392 -1.27455 0.21672 -0.04
H -0.96711 -2.41958 0.54757 0.10
H -1.81612 -1.44470 -1.76047 0.00
H -0.28563 0.55238 -2.90163 0.14
H 1.28400 0.84839 -1.87287 -0.11
H 2.48165 -1.26083 -3.13479 0.27
H 0.78752 -1.41627 -4.14130 0.19
H 1.48794 0.20788 -5.66570 0.38
H 1.34579 1.51734 -4.31429 0.16
H 3.77103 0.62852 -5.94542 0.24
H 4.07148 -0.18822 -4.26849 0.34
H 5.25207 2.15710 -4.33849 0.29
H 3.70464 2.98629 -5.11921 0.26
H 2.36822 2.92437 -2.98746 0.03
H 3.54447 1.76108 -2.07204 0.18
H 3.67316 4.27964 -1.24680 0.30
H 4.22617 4.90245 -3.03230 0.38
H 4.33869 1.09318 2.23438 0.34
H -2.30505 0.62355 -0.05536 0.20
H -1.32233 0.06770 1.45453 0.42
H 0.90577 1.45141 0.18681 0.04
H -1.25120 2.53374 1.94716 0.30
C -1.79593 7.11813 2.48346 -0.75
C -1.41031 7.10177 3.96185 -0.63
C -2.52328 6.37834 4.71816 -0.66
S -3.25465 5.23442 3.55704 1.17
O -4.61870 5.64681 3.30123 -0.68
O -2.91340 3.87977 3.94294 -0.66
C -2.25186 5.70302 2.16046 -0.39
H -0.95956 7.42557 1.84896 0.33
H -2.61993 7.82388 2.32412 0.34
H -0.46592 6.55812 4.08641 0.30
H -1.26053 8.11323 4.35222 0.33
H -2.13289 5.82515 5.57612 0.34
H -3.30170 7.07299 5.04556 0.35
H -2.83747 5.63949 1.24176 0.44
H -1.40141 5.01629 2.11374 0.14
C -2.24516 -7.28045 2.54854 -0.66
C -3.34865 -8.20285 2.03270 -0.63
C -4.68766 -7.57567 2.41713 -0.65
S -4.40728 -5.81345 2.50445 1.14
O -4.57992 -5.38702 3.87722 -0.68
O -5.08775 -5.16701 1.40012 -0.68
C -2.66248 -5.87351 2.14713 -0.41
H -1.26825 -7.54389 2.13276 0.31
H -2.18061 -7.35598 3.64059 0.34
H -3.27786 -8.28114 0.94101 0.29
H -3.25460 -9.21400 2.44090 0.35
H -5.45856 -7.78428 1.67101 0.35
H -5.02057 -7.91508 3.40184 0.33
H -2.13971 -5.09472 2.70496 0.46
H -2.53557 -5.71683 1.07177 0.14
```